Record 1
The following is a quantum chemistry calculation of a structure of composition C29H30BF2O2PS2V, from the OMol25 dataset.

```
68
Properties=species:S:1:pos:R:3
V 0.647 0.376 0.608
C 2.116 3.188 2.053
C 0.858 2.406 1.822
C 0.513 1.356 2.694
C -0.694 0.653 2.553
C -1.100 -0.408 3.532
C -1.519 0.962 1.468
C -1.210 1.999 0.569
C -2.257 2.469 -0.401
C 0.005 2.693 0.750
H 2.964 2.524 2.217
H 2.000 3.806 2.945
H 2.336 3.846 1.213
H 1.186 1.094 3.501
H -1.247 -1.367 3.037
H -2.042 -0.125 4.004
H -0.350 -0.537 4.309
H -2.439 0.408 1.326
H -2.451 1.750 -1.190
H -1.964 3.410 -0.863
H -3.187 2.632 0.145
H 0.257 3.496 0.068
C 4.890 -2.274 1.404
O 3.479 -2.524 1.531
C 2.627 -1.564 1.248
S 3.136 0.002 0.830
S 0.985 -1.980 1.268
H 5.214 -1.577 2.175
H 5.108 -1.871 0.416
H 5.360 -3.242 1.541
F -0.542 1.116 -2.224
B -0.374 0.073 -1.335
F -1.284 -0.920 -1.463
O 1.086 -0.413 -1.482
P 1.900 -0.426 -2.816
C 2.622 1.175 -3.154
C 3.130 1.448 -4.424
C 3.719 2.673 -4.684
C 3.794 3.633 -3.683
C 3.279 3.368 -2.422
C 2.693 2.141 -2.156
C 0.866 -0.905 -4.191
C 0.684 -2.262 -4.458
C -0.161 -2.656 -5.481
C -0.818 -1.699 -6.241
C -0.639 -0.347 -5.979
C 0.198 0.054 -4.952
C 3.181 -1.651 -2.573
C 4.434 -1.516 -3.163
C 5.387 -2.506 -2.985
C 5.092 -3.628 -2.222
C 3.843 -3.762 -1.630
C 2.886 -2.776 -1.803
H 3.052 0.712 -5.217
H 4.111 2.883 -5.669
H 4.250 4.592 -3.890
H 3.334 4.118 -1.645
H 2.296 1.936 -1.169
H 1.207 -3.010 -3.876
H -0.303 -3.707 -5.688
H -1.474 -2.008 -7.044
H -1.156 0.395 -6.571
H 0.319 1.106 -4.733
H 4.683 -0.637 -3.744
H 6.362 -2.398 -3.439
H 5.841 -4.397 -2.088
H 3.609 -4.630 -1.029
H 1.917 -2.874 -1.328
```

Calculated values
- E_tot: -3579.8898 a.u.
- Gap between HOMO and LUMO (spin up / spin down): 0.2965 / 0.2696 Ha
- 2S+1: 3
- Lowest unoccupied orbital energy (spin up / spin down): -2.453 / -2.731 eV
- Energy relative to the best compared isomer or geometry (same formula, charge and spin): 0.0 kcal per mole
- Net charge: +1
- Molar mass: 605.417 g/mol

=====

Record 2
The following is a quantum chemistry calculation of a structure of composition C29H30BiNO9S2, from the OMol25 dataset.

```
72
Properties=species:S:1:pos:R:3
Bi 0.231 -1.059 0.916
O -1.773 -1.659 5.063
C -1.437 -1.836 3.880
O -0.275 -1.735 3.387
C -2.625 -2.193 2.936
C -3.129 -1.001 2.101
C -4.602 -1.242 1.716
C -4.455 -2.321 0.605
C -2.929 -2.505 0.570
O -2.476 -1.167 0.825
C -2.466 -3.279 1.819
C -1.104 -3.953 1.597
O -1.045 -5.164 1.805
O -0.121 -3.272 1.111
H -3.404 -2.493 3.631
H -2.909 -0.018 2.508
H -5.053 -0.329 1.324
H -5.190 -1.582 2.568
H -4.804 -1.940 -0.356
H -4.980 -3.251 0.825
H -2.517 -2.863 -0.370
H -3.141 -4.106 2.015
C 3.264 4.889 -1.299
C 3.334 3.410 -1.010
C 2.529 2.503 -1.693
C 2.591 1.148 -1.410
C 3.469 0.693 -0.439
C 4.294 1.575 0.239
C 4.217 2.929 -0.047
S 3.528 -1.059 -0.089
O 4.857 -1.285 0.443
O 3.192 -1.672 -1.348
N 2.444 -1.485 1.046
C 2.807 -0.968 2.398
C 2.531 0.547 2.571
O 3.204 1.177 3.396
O 1.591 0.995 1.838
H 2.482 5.114 -2.026
H 4.214 5.253 -1.698
H 3.054 5.450 -0.386
H 1.841 2.862 -2.452
H 1.961 0.438 -1.934
H 4.965 1.197 0.999
H 4.836 3.629 0.504
H 3.850 -1.181 2.612
H 2.172 -1.485 3.123
C -0.229 3.402 2.292
S -1.883 2.801 1.850
C -1.964 3.325 0.118
H -0.303 4.322 2.872
H 0.347 3.568 1.383
H 0.291 2.627 2.849
H -1.075 2.974 -0.407
H -2.045 4.409 0.036
H -2.846 2.859 -0.321
C -1.332 0.986 -4.354
C -1.396 1.352 -2.989
C -0.952 0.490 -2.028
C -0.416 -0.789 -2.357
C 0.069 -1.670 -1.349
C 0.524 -2.908 -1.741
C 0.551 -3.288 -3.100
C 0.124 -2.432 -4.077
C -0.379 -1.158 -3.730
C -0.840 -0.239 -4.709
H -1.679 1.677 -5.114
H -1.800 2.319 -2.711
H -1.014 0.766 -0.979
H 0.889 -3.602 -0.995
H 0.945 -4.263 -3.371
H 0.173 -2.708 -5.126
H -0.784 -0.525 -5.755
```

Calculated values
- E_tot: -2866.1064 a.u.
- Gap between HOMO and LUMO: 0.2488 Ha
- Lowest unoccupied orbital energy: 4.152 eV
- Energy relative to the best compared isomer or geometry (same formula, charge and spin): 19.5 kcal per mole
- Net charge: -2
- Molar mass: 809.671 g/mol

=====

Record 3
The following is a quantum chemistry calculation of a structure of composition C29H30FeO6S at a distorted geometry, from the OMol25 dataset.

```
67
Properties=species:S:1:pos:R:3
C -5.669 1.514 -3.979
O -4.882 0.333 -3.708
C -3.683 0.449 -3.078
C -3.087 -0.763 -2.649
C -1.894 -0.736 -1.975
C -1.216 0.475 -1.664
C 0.047 0.445 -0.987
C 1.097 1.341 -1.320
C 2.434 1.373 -0.701
C 3.286 2.235 -1.473
C 2.519 2.743 -2.604
C 1.192 2.193 -2.522
Fe 2.547 0.769 -2.581
C 1.868 -0.630 -3.812
C 2.475 -1.210 -2.625
C 3.839 -0.716 -2.535
C 4.076 0.158 -3.667
C 2.860 0.211 -4.456
C -1.872 1.682 -2.054
C -3.039 1.682 -2.796
H -6.660 1.117 -4.204
H -5.712 2.186 -3.110
H -5.267 2.044 -4.852
H -3.615 -1.692 -2.869
H -1.435 -1.681 -1.689
H 0.308 -0.425 -0.385
H 2.654 0.892 0.248
H 4.310 2.512 -1.224
H 2.867 3.459 -3.346
H 0.342 2.400 -3.161
H 0.882 -0.870 -4.200
H 2.020 -1.959 -1.982
H 4.574 -1.022 -1.796
H 5.024 0.615 -3.929
H 2.739 0.712 -5.412
H -1.439 2.637 -1.753
H -3.477 2.619 -3.154
C 1.968 -0.400 7.310
C 2.153 0.605 6.204
O 1.577 -0.042 5.032
C 1.524 0.644 3.864
C 0.737 -0.153 2.853
O 0.194 0.473 1.824
C -0.528 1.738 2.036
S -0.209 -1.509 3.673
C -1.002 -2.247 2.259
C -2.327 -2.667 2.372
C -2.913 -3.327 1.292
C -2.161 -3.584 0.144
C -0.825 -3.176 0.064
C -0.242 -2.477 1.121
O 0.650 -2.525 4.238
O -1.259 -0.868 4.445
O 1.995 1.762 3.664
H 2.495 -0.071 8.207
H 0.906 -0.508 7.554
H 2.349 -1.383 7.017
H 1.612 1.538 6.409
H 3.213 0.805 6.011
H -0.905 1.988 1.046
H -1.339 1.548 2.745
H 0.189 2.476 2.403
H -2.871 -2.465 3.295
H -3.951 -3.647 1.367
H -2.613 -4.109 -0.698
H -0.220 -3.388 -0.820
H 0.788 -2.120 1.069
```

Calculated values
- E_tot: -3236.1069 a.u.
- Gap between HOMO and LUMO (spin up / spin down): 0.0982 / 0.1799 Ha
- 2S+1: 5
- Lowest unoccupied orbital energy (spin up / spin down): 4.166 / 4.159 eV
- Energy relative to the best compared isomer or geometry (same formula, charge and spin): 0.0 kcal per mole
- Net charge: -2
- Molar mass: 562.465 g/mol

=====

Record 4
The following is a quantum chemistry calculation of a structure of composition C29H30MnN6PTe, from the OMol25 dataset.

```
68
Properties=species:S:1:pos:R:3
Mn 2.087 0.058 -1.620
C 1.136 1.055 3.739
N 1.577 0.328 2.555
C 2.180 -0.899 2.530
C 2.450 -1.171 1.222
N 2.019 -0.125 0.450
C 1.482 0.753 1.272
P 0.725 2.295 0.716
C -0.262 1.611 -0.663
N 0.187 0.804 -1.616
C -0.859 0.575 -2.463
C -1.951 1.266 -2.028
N -1.564 1.913 -0.885
C -2.405 2.771 -0.060
C 2.110 2.819 -0.345
N 2.613 2.078 -1.323
C 3.480 2.887 -2.002
C 3.508 4.122 -1.421
N 2.635 4.069 -0.373
C 2.306 5.166 0.530
H 1.248 0.410 4.605
H 1.740 1.950 3.882
H 0.088 1.327 3.644
H 2.366 -1.460 3.429
H 2.924 -2.039 0.800
H -0.760 -0.065 -3.322
H -2.948 1.357 -2.424
H -3.429 2.707 -0.419
H -2.375 2.442 0.977
H -2.076 3.807 -0.117
H 4.021 2.559 -2.871
H 4.066 5.010 -1.659
H 2.968 6.001 0.322
H 1.277 5.489 0.384
H 2.444 4.861 1.565
C 3.988 -0.149 -2.682
C 3.814 -1.266 -1.854
C 2.614 -1.924 -2.239
C 2.053 -1.202 -3.319
C 2.894 -0.079 -3.588
H 4.787 0.568 -2.589
H 4.459 -1.537 -1.033
H 2.213 -2.828 -1.806
H 1.154 -1.467 -3.853
H 2.737 0.660 -4.357
Te -0.723 -2.636 -0.357
C -2.686 -3.331 -0.745
C -3.622 -2.475 -1.316
C -4.913 -2.920 -1.562
C -5.270 -4.225 -1.250
C -4.334 -5.084 -0.690
C -3.044 -4.638 -0.436
C -1.232 -1.750 1.501
C -1.997 -0.586 1.538
C -2.421 -0.062 2.754
C -2.065 -0.687 3.943
C -1.286 -1.836 3.913
C -0.879 -2.371 2.695
H -3.338 -1.462 -1.574
H -5.640 -2.250 -2.004
H -6.275 -4.573 -1.446
H -4.606 -6.103 -0.448
H -2.318 -5.308 0.008
H -2.296 -0.117 0.610
H -3.049 0.820 2.776
H -2.406 -0.287 4.890
H -1.020 -2.336 4.835
H -0.302 -3.286 2.674
```

Calculated values
- E_tot: -3211.8105 a.u.
- Gap between HOMO and LUMO (spin up / spin down): 0.2935 / 0.2835 Ha
- 2S+1: 2
- Lowest unoccupied orbital energy (spin up / spin down): -2.199 / -2.375 eV
- Energy relative to the best compared isomer or geometry (same formula, charge and spin): 0.0 kcal per mole
- Net charge: +1
- Molar mass: 676.113 g/mol

=====

Record 5
The following is a quantum chemistry calculation of a structure of composition C29H30N2O4PSe2Tl, from the OMol25 dataset.

```
69
Properties=species:S:1:pos:R:3
Tl -0.089 1.037 -2.031
C 3.683 1.896 -0.693
Se 1.990 2.269 0.188
C 1.623 3.974 -0.697
C 0.369 4.630 -0.157
Se -1.190 3.433 -0.236
C -2.499 4.719 -0.882
H 3.567 1.879 -1.773
H 4.012 0.917 -0.355
H 4.404 2.649 -0.390
H 1.539 3.801 -1.772
H 2.486 4.615 -0.520
H 0.118 5.499 -0.763
H 0.497 4.948 0.875
H -2.620 5.503 -0.141
H -3.438 4.184 -1.003
H -2.179 5.128 -1.836
N -2.583 -0.018 -0.965
C -3.261 0.405 0.197
C -4.588 0.808 0.143
C -5.237 1.251 1.284
C -4.581 1.287 2.512
C -3.260 0.905 2.584
C -2.582 0.473 1.430
P -0.845 0.186 1.477
C -0.340 -1.459 1.032
C 0.994 -1.688 0.676
C 1.411 -2.974 0.381
C 0.499 -4.024 0.417
C -0.831 -3.795 0.745
C -1.258 -2.513 1.053
C -0.047 0.797 2.925
C 0.838 -0.014 3.649
C 1.487 0.505 4.754
C 1.271 1.825 5.132
C 0.404 2.637 4.408
C -0.249 2.135 3.300
H -2.178 -0.949 -0.910
H -3.194 -0.010 -1.774
H -5.123 0.754 -0.798
H -6.274 1.552 1.220
H -5.104 1.607 3.402
H -2.740 0.928 3.532
H 1.700 -0.865 0.648
H 2.446 -3.162 0.125
H 0.830 -5.030 0.193
H -1.532 -4.617 0.775
H -2.289 -2.334 1.334
H 0.994 -1.046 3.366
H 2.155 -0.121 5.329
H 1.782 2.225 5.998
H 0.244 3.664 4.709
H -0.909 2.767 2.718
O -1.560 -4.076 -2.599
C -0.651 -3.146 -2.677
O -0.984 -2.033 -2.290
C 0.688 -3.502 -3.186
C 0.987 -4.711 -3.805
C 2.277 -4.940 -4.266
C 3.263 -3.975 -4.109
C 2.930 -2.784 -3.484
C 1.661 -2.527 -3.024
N 3.954 -1.739 -3.282
O 5.071 -1.965 -3.670
O 3.595 -0.711 -2.727
H 0.222 -5.465 -3.940
H 2.517 -5.874 -4.755
H 4.272 -4.135 -4.461
H 1.433 -1.591 -2.541
```

Calculated values
- E_tot: -6849.5910 a.u.
- Gap between HOMO and LUMO (spin up / spin down): 0.2110 / 0.2034 Ha
- Lowest unoccupied orbital energy (spin up / spin down): -8.117 / -8.125 eV
- Energy relative to the best compared isomer or geometry (same formula, charge and spin): 41.0 kcal per mole
- Net charge: +2
- Molar mass: 863.846 g/mol

=====

Record 6
The following is a quantum chemistry calculation of a structure of composition C29H30N8O4PtS at a distorted geometry, from the OMol25 dataset.

```
73
Properties=species:S:1:pos:R:3
Pt 0.216 0.199 -0.038
N -2.015 -5.143 4.932
C -1.634 -3.855 4.596
C -2.412 -3.094 3.718
C -2.014 -1.825 3.353
C -0.830 -1.303 3.858
C -0.039 -2.049 4.721
C -0.441 -3.318 5.091
S -0.298 0.281 3.334
O -1.449 1.029 2.917
O 0.608 0.816 4.306
N 0.526 -0.037 1.950
C 1.799 -0.465 1.825
N 2.066 -0.450 0.470
C 3.286 -0.739 0.060
C 4.257 -1.094 0.983
C 3.869 -1.162 2.315
N 2.650 -0.859 2.756
H -2.986 -5.373 4.803
H -1.615 -5.528 5.770
H -3.331 -3.505 3.316
H -2.618 -1.238 2.671
H 0.884 -1.627 5.095
H 0.169 -3.904 5.767
H 3.475 -0.696 -1.005
H 5.263 -1.331 0.674
H 4.578 -1.482 3.072
O -1.565 -1.598 -0.411
C -2.798 -1.503 -0.146
C -3.612 -2.684 -0.063
C -4.960 -2.640 0.151
C -5.621 -1.411 0.319
C -4.874 -0.261 0.289
C -3.478 -0.257 0.086
C -2.776 1.017 0.142
N -1.494 1.336 -0.080
C -1.347 2.695 0.126
C -2.542 3.224 0.459
N -3.423 2.170 0.459
H -3.094 -3.626 -0.198
H -5.528 -3.563 0.186
H -6.691 -1.368 0.471
H -5.411 0.673 0.415
H -0.387 3.173 0.039
H -2.837 4.227 0.707
H -4.380 2.218 0.752
C -4.252 0.949 -3.502
C -3.413 2.175 -3.170
N -2.657 2.724 -4.304
C -3.198 3.886 -5.005
C -4.327 3.542 -5.966
C -1.536 2.151 -4.805
O -0.982 2.515 -5.831
C -0.967 0.986 -4.042
C -0.952 -0.285 -4.599
C -0.386 -1.325 -3.885
C 0.128 -1.068 -2.629
N 0.139 0.162 -2.099
C -0.391 1.168 -2.802
H -4.822 0.638 -2.623
H -3.619 0.108 -3.787
H -4.946 1.147 -4.318
H -2.731 1.942 -2.353
H -4.052 2.983 -2.810
H -2.375 4.342 -5.549
H -3.540 4.595 -4.248
H -3.989 2.808 -6.698
H -4.646 4.436 -6.502
H -5.195 3.139 -5.443
H -1.385 -0.449 -5.578
H -0.373 -2.333 -4.271
H 0.529 -1.856 -2.009
H -0.360 2.143 -2.336
```

Calculated values
- E_tot: -2379.6619 a.u.
- Gap between HOMO and LUMO: 0.2516 Ha
- Lowest unoccupied orbital energy: 0.071 eV
- Energy relative to the best compared isomer or geometry (same formula, charge and spin): 16.1 kcal per mole
- Net charge: 0
- Molar mass: 781.756 g/mol

=====

Record 7
The following is a quantum chemistry calculation of a structure of composition C29H31BF2I2N3O6STi, from the OMol25 dataset.

```
76
Properties=species:S:1:pos:R:3
Ti 0.419 -0.579 -0.990
C -2.860 2.524 -1.156
C -3.578 1.188 -0.937
C -3.686 0.865 0.548
C -2.937 0.084 -1.760
C -2.331 -1.048 -1.206
C -1.796 -2.051 -2.023
C -1.847 -1.947 -3.415
C -1.289 -3.026 -4.296
C -2.444 -0.818 -3.954
C -2.979 0.171 -3.148
H -3.391 3.332 -0.644
H -2.788 2.773 -2.215
H -1.846 2.473 -0.765
H -4.596 1.301 -1.331
H -2.696 0.779 1.000
H -4.216 -0.073 0.726
H -4.228 1.662 1.063
H -2.342 -1.188 -0.131
H -1.400 -2.954 -1.573
H -2.073 -3.492 -4.896
H -0.797 -3.814 -3.729
H -0.544 -2.635 -4.991
H -2.491 -0.711 -5.033
H -3.440 1.038 -3.610
O 3.048 -2.246 0.303
C 1.878 -2.723 0.782
N 0.668 -2.140 0.476
S -0.523 -2.879 1.368
O -1.112 -1.922 2.278
O -1.454 -3.589 0.534
C 0.544 -3.984 2.186
C 0.224 -4.956 3.110
C 1.259 -5.726 3.623
C 2.581 -5.503 3.196
C 2.896 -4.537 2.269
C 1.853 -3.749 1.736
H -0.801 -5.113 3.419
H 1.051 -6.502 4.347
H 3.373 -6.119 3.605
H 3.915 -4.382 1.940
F 4.462 -1.355 -1.236
B 3.295 -1.940 -1.001
F 2.094 0.172 -0.638
I 2.097 -2.671 -2.621
I 1.614 -5.123 -5.372
O -0.053 2.155 -3.848
C 0.552 1.142 -3.581
O 0.215 0.293 -2.651
H 1.447 0.826 -4.145
C 2.746 3.425 2.496
N 1.528 2.627 2.567
N 0.895 2.393 1.355
C 0.376 1.139 1.344
O -0.350 0.706 0.405
C 0.748 0.530 2.576
C 1.480 1.441 3.263
C 2.194 1.287 4.558
C 0.534 3.471 0.496
C 0.768 3.348 -0.861
C 0.344 4.368 -1.703
C -0.266 5.496 -1.180
C -0.476 5.612 0.189
C -0.089 4.589 1.039
H 2.519 4.381 2.031
H 3.520 2.913 1.917
H 3.094 3.602 3.510
H 0.450 -0.462 2.869
H 1.890 0.353 5.025
H 1.967 2.109 5.237
H 3.275 1.252 4.408
H 1.258 2.462 -1.240
H 0.477 4.253 -2.769
H -0.591 6.287 -1.843
H -0.963 6.491 0.593
H -0.278 4.641 2.104
```

Calculated values
- E_tot: -3807.3921 a.u.
- Gap between HOMO and LUMO (spin up / spin down): 0.2070 / 0.2075 Ha
- 2S+1: 3
- Lowest unoccupied orbital energy (spin up / spin down): 1.757 / 1.759 eV
- Energy relative to the best compared isomer or geometry (same formula, charge and spin): 0.8 kcal per mole
- Net charge: -1
- Molar mass: 900.132 g/mol